[1]
C24H44IrN5O5SbSi3 as an isolated structure. Source: the Open Molecules 2025 dataset; level of theory: ωB97M-V/def2-TZVPD.

XYZ file:
```
83
Properties=species:S:1:pos:R:3
Ir -1.300 0.475 0.243
O -3.128 -0.524 -0.441
C -3.724 -1.464 0.122
C -3.583 -1.930 1.455
C -4.449 -2.954 1.880
C -4.369 -3.451 3.148
C -3.394 -2.986 4.044
C -2.532 -2.001 3.651
C -2.604 -1.408 2.364
O -1.800 -0.423 2.110
N -5.319 -4.482 3.577
O -5.190 -4.912 4.703
O -6.165 -4.824 2.775
H -4.465 -2.004 -0.481
H -5.206 -3.352 1.216
H -3.339 -3.414 5.035
H -1.775 -1.615 4.320
O 2.602 -1.113 -0.388
C 1.558 -0.574 -0.413
N 0.552 0.077 -0.432
C 7.143 0.682 2.616
Si 5.629 -0.429 2.570
C 4.700 -0.518 4.202
C 5.725 -2.040 1.613
Sb 3.830 1.095 1.207
Si 2.763 3.195 2.465
C 2.089 4.258 1.059
C 4.218 3.931 3.405
C 1.341 2.441 3.444
Si 4.795 1.517 -1.320
C 6.129 2.804 -0.993
C 3.251 2.205 -2.153
C 5.394 -0.160 -1.907
H 7.986 0.159 3.076
H 6.953 1.580 3.205
H 7.451 0.982 1.614
H 5.275 -1.073 4.948
H 3.743 -1.027 4.083
H 4.512 0.477 4.607
H 5.794 -2.878 2.310
H 6.591 -2.088 0.954
H 4.828 -2.185 1.011
H 2.879 4.610 0.396
H 1.568 5.138 1.446
H 1.371 3.676 0.475
H 5.034 4.178 2.724
H 4.602 3.239 4.156
H 3.934 4.850 3.922
H 0.672 1.896 2.773
H 0.753 3.207 3.955
H 1.696 1.744 4.203
H 5.743 3.675 -0.464
H 6.542 3.153 -1.944
H 6.954 2.391 -0.413
H 3.071 3.239 -1.856
H 2.372 1.617 -1.892
H 3.353 2.184 -3.241
H 6.375 -0.409 -1.503
H 5.471 -0.164 -2.997
H 4.694 -0.944 -1.624
C -3.158 4.483 -2.939
C -1.940 3.587 -3.046
N -1.703 2.926 -1.764
C -2.272 3.268 -0.584
N -2.060 2.467 0.478
C -2.615 2.857 1.775
C -3.928 3.595 1.584
C -3.655 4.808 0.717
N -2.970 4.405 -0.512
C -3.019 5.302 -1.665
H -4.068 3.882 -2.886
H -3.217 5.133 -3.809
H -1.065 4.190 -3.304
H -2.067 2.828 -3.815
H -1.267 2.020 -1.774
H -1.895 3.496 2.296
H -2.751 1.955 2.371
H -4.338 3.906 2.543
H -4.653 2.940 1.099
H -3.038 5.531 1.259
H -4.586 5.303 0.442
H -2.110 5.910 -1.703
H -3.865 5.974 -1.538
```

Results
Expectation value of S²   8.77
Largest force on an atom   0.029 Eh/bohr
HOMO energy (spin up / spin down)   -13.0 / -13.4 eV
Charge   +2
Calculated total energy   -2803.34496 a.u.
Energy above the lowest of the compared OMol25 structures with the same formula, charge and spin   0.0 kcal/mol
Spin multiplicity   6
HOMO-LUMO gap (spin up / spin down)   0.276 / 0.197 Eh

***

[2]
C24H44N7O3P2Sr as an isolated structure. Source: the Open Molecules 2025 dataset; level of theory: ωB97M-V/def2-TZVPD.

XYZ file:
```
81
Properties=species:S:1:pos:R:3
Sr -0.358 0.041 -0.087
C 1.571 3.266 -0.464
N 0.232 2.738 -0.751
C 0.204 2.189 -2.118
C -0.827 3.681 -0.573
C -0.651 5.040 -0.757
C -1.718 5.923 -0.632
C -2.995 5.453 -0.335
C -3.192 4.111 -0.109
C -2.111 3.196 -0.176
N -2.224 1.875 0.077
C -3.252 1.347 0.840
C -3.816 2.011 1.941
C -4.732 1.375 2.756
C -5.108 0.068 2.484
C -4.558 -0.611 1.404
C -3.629 0.005 0.578
N -3.006 -0.669 -0.512
C -3.419 -0.151 -1.830
C -3.131 -2.127 -0.501
H 1.913 3.976 -1.226
H 2.260 2.426 -0.431
H 1.567 3.763 0.505
H -0.784 1.768 -2.334
H 0.980 1.424 -2.207
H 0.401 2.959 -2.872
H 0.325 5.423 -1.018
H -1.557 6.980 -0.796
H -3.830 6.137 -0.289
H -4.185 3.737 0.094
H -3.475 3.007 2.184
H -5.138 1.892 3.615
H -5.829 -0.431 3.117
H -4.868 -1.628 1.213
H -4.446 -0.452 -2.061
H -2.763 -0.563 -2.599
H -3.359 0.933 -1.854
H -4.154 -2.459 -0.708
H -2.811 -2.527 0.461
H -2.465 -2.521 -1.266
C 4.753 1.081 0.404
N 3.822 0.651 1.442
C 4.514 0.271 2.673
P 2.597 -0.390 0.989
O 2.043 0.100 -0.343
O 2.931 -1.835 1.111
P 1.241 -3.144 -0.820
O 0.004 -2.274 -0.631
N 2.172 -2.759 -2.124
C 3.557 -2.328 -1.991
C 1.537 -2.441 -3.394
N 0.701 -4.701 -1.152
C 1.658 -5.724 -1.556
C -0.423 -5.229 -0.391
N 1.316 -0.059 2.119
C 0.802 -1.223 2.848
C 1.323 1.174 2.902
H 5.275 1.980 0.737
H 4.213 1.307 -0.513
H 5.504 0.313 0.182
H 5.255 -0.515 2.495
H 3.805 -0.105 3.410
H 5.017 1.144 3.092
H 3.922 -2.567 -0.995
H 3.644 -1.248 -2.133
H 4.169 -2.840 -2.738
H 0.524 -2.842 -3.420
H 2.104 -2.886 -4.214
H 1.495 -1.358 -3.557
H 2.480 -5.267 -2.100
H 1.156 -6.436 -2.214
H 2.056 -6.269 -0.696
H -1.089 -4.420 -0.103
H -0.090 -5.758 0.508
H -0.977 -5.934 -1.015
H -0.096 -0.927 3.394
H 1.522 -1.634 3.561
H 0.549 -2.020 2.149
H 1.740 1.986 2.311
H 1.914 1.081 3.819
H 0.301 1.437 3.194
```

Results
Largest force on an atom   0.009 Eh/bohr
HOMO energy (spin up / spin down)   -10.7 / -9.9 eV
Charge   +1
Calculated total energy   -2263.34647 a.u.
Energy above the lowest of the compared OMol25 structures with the same formula, charge and spin   49.2 kcal/mol
HOMO-LUMO gap (spin up / spin down)   0.288 / 0.191 Eh

***

[3]
A 4-piece molecular cluster, C24H44N8 overall. Source: the Open Molecules 2025 dataset; level of theory: ωB97M-V/def2-TZVPD.

XYZ file:
```
76
Properties=species:S:1:pos:R:3
C 14.020 10.602 -4.561
C 15.523 10.293 -4.641
N 16.071 10.285 -3.267
C 16.005 9.279 -2.348
C 16.732 9.710 -1.281
N 17.101 11.003 -1.486
C 16.720 11.341 -2.738
C 17.863 11.803 -0.537
H 13.670 10.681 -5.593
H 13.768 11.560 -4.113
H 13.470 9.776 -4.114
H 16.008 11.074 -5.223
H 15.767 9.348 -5.118
H 15.612 8.313 -2.617
H 16.985 9.224 -0.354
H 16.855 12.316 -3.170
H 17.386 12.767 -0.376
H 18.834 12.017 -0.991
H 18.120 11.345 0.413
C 22.672 17.875 -1.015
C 21.332 18.488 -1.348
N 20.160 17.959 -0.654
C 18.884 18.532 -0.552
C 18.107 17.668 0.103
N 18.830 16.551 0.473
C 20.089 16.818 0.058
C 18.301 15.278 0.985
H 23.452 18.296 -1.652
H 22.718 16.786 -1.092
H 23.098 18.069 -0.027
H 21.114 18.563 -2.421
H 21.521 19.570 -1.337
H 18.699 19.449 -1.086
H 17.045 17.771 0.267
H 20.826 16.036 -0.039
H 17.305 15.163 0.568
H 18.352 15.285 2.070
H 18.980 14.547 0.548
C 28.976 15.941 0.382
C 28.931 16.434 -1.050
N 27.762 15.967 -1.809
C 27.531 16.275 -3.123
C 26.420 15.539 -3.486
N 25.927 14.932 -2.363
C 26.827 15.100 -1.384
C 24.695 14.121 -2.143
H 28.911 14.857 0.385
H 28.142 16.369 0.948
H 29.829 16.413 0.865
H 29.835 16.105 -1.567
H 28.944 17.515 -1.205
H 28.238 16.835 -3.712
H 25.889 15.421 -4.416
H 26.824 14.731 -0.373
H 24.078 14.413 -1.303
H 24.846 13.055 -2.285
H 24.157 14.420 -3.048
C 21.191 25.366 -0.083
C 20.604 23.986 -0.431
N 21.015 22.866 0.356
C 22.068 22.016 0.125
C 22.199 21.164 1.201
N 21.035 21.356 1.921
C 20.396 22.419 1.456
C 20.662 20.540 3.098
H 20.824 25.588 0.924
H 20.756 26.115 -0.737
H 22.272 25.424 0.017
H 20.665 23.743 -1.495
H 19.517 24.086 -0.360
H 22.662 22.086 -0.772
H 22.878 20.360 1.421
H 19.521 22.850 1.915
H 21.511 20.511 3.776
H 20.447 19.510 2.817
H 19.775 20.961 3.561
```

Results
Largest force on an atom   0.059 Eh/bohr
HOMO energy   -18.3 eV
Charge   +4
Calculated total energy   -1377.62143 a.u.
HOMO-LUMO gap   0.335 Eh

***

[4]
C24H44P2Tc as an isolated structure. Source: the Open Molecules 2025 dataset; level of theory: ωB97M-V/def2-TZVPD.

XYZ file:
```
71
Properties=species:S:1:pos:R:3
Tc 0.420 -0.258 1.286
C -1.401 -0.596 3.348
C -0.937 -1.498 2.289
C 0.736 -1.238 3.920
C -0.383 -0.477 4.316
C 0.454 -1.870 2.641
C -2.778 -0.081 3.489
H -3.278 -0.032 2.517
H -2.769 0.929 3.918
H -3.384 -0.713 4.157
C -0.501 0.276 5.594
H -1.224 1.096 5.501
H 0.469 0.700 5.884
H -0.838 -0.371 6.417
C 1.944 -1.473 4.736
H 1.757 -2.204 5.535
H 2.284 -0.547 5.217
H 2.757 -1.858 4.115
C 1.145 -3.088 2.134
H 0.729 -3.997 2.589
H 2.212 -3.049 2.373
H 1.039 -3.168 1.048
C -1.851 -2.411 1.536
H -2.200 -3.218 2.198
H -1.345 -2.874 0.684
H -2.736 -1.871 1.177
C -0.576 1.664 0.653
C -1.877 1.193 0.365
C -2.213 0.397 -0.819
C -1.216 -0.705 -1.292
C 0.226 -0.748 -0.801
C 1.340 0.081 -1.502
C 1.490 1.559 -1.041
C 0.278 2.301 -0.464
H -2.405 1.064 -1.685
H -1.229 -0.717 -2.393
H -3.176 -0.112 -0.630
H -0.397 2.614 -1.284
H -0.534 2.273 1.572
H -2.690 1.474 1.020
H 0.664 3.253 -0.063
H 2.307 1.578 -0.305
H 2.274 -0.397 -1.151
H 1.885 2.187 -1.858
H -1.672 -1.670 -1.030
H 0.525 -1.815 -0.889
P -0.803 1.620 -3.277
C -0.899 3.384 -3.817
C -2.008 0.873 -4.463
P 1.544 -0.235 -3.268
C 0.796 1.162 -4.139
C 0.842 -1.769 -3.847
C 3.317 -0.257 -3.542
H -0.073 3.952 -3.369
H -1.855 3.809 -3.479
H -0.836 3.439 -4.912
H -1.806 1.253 -5.474
H -3.019 1.174 -4.150
H -1.940 -0.223 -4.459
H 3.538 0.080 -4.563
H 3.671 -1.287 -3.402
H 3.821 0.404 -2.824
H 1.473 2.035 -4.136
H 0.583 0.898 -5.190
H 1.550 -2.570 -3.604
H 0.719 -1.727 -4.933
H -0.121 -2.014 -3.392
C 1.830 0.935 2.146
H 1.437 1.390 3.073
H 2.220 1.771 1.548
H 2.691 0.318 2.452
```

Results
Expectation value of S²   3.79
Largest force on an atom   0.051 Eh/bohr
HOMO energy (spin up / spin down)   -12.9 / -14.0 eV
Charge   +2
Calculated total energy   -1703.68010 a.u.
Energy above the lowest of the compared OMol25 structures with the same formula, charge and spin   0.0 kcal/mol
Spin multiplicity   4
HOMO-LUMO gap (spin up / spin down)   0.217 / 0.261 Eh

***

[5]
A 4-piece molecular cluster, C24H45BBrN7O7P overall. Source: the Open Molecules 2025 dataset; level of theory: ωB97M-V/def2-TZVPD.

XYZ file:
```
86
Properties=species:S:1:pos:R:3
C 0.350 -4.247 -0.737
C 0.924 -4.002 -2.263
C 0.671 -2.447 -2.802
N 1.924 -1.565 -2.636
C 1.832 -0.979 -1.238
C 0.976 0.413 -1.043
C 0.733 1.168 0.419
P -0.291 2.779 0.397
N -1.821 2.456 1.324
O 0.607 4.099 1.177
C 1.408 0.457 1.732
C 1.206 1.088 3.230
O 0.413 2.270 3.596
B -0.662 1.956 4.557
O -1.339 3.037 5.356
O -1.214 0.577 4.797
C 1.983 0.308 4.488
N 2.839 -0.948 4.287
C 3.507 -1.511 5.534
C 5.120 -1.125 5.431
C 6.089 -2.073 6.355
Br 7.340 -3.236 5.243
C 3.029 -1.608 2.926
N 3.838 -2.856 2.651
C 2.307 -0.907 1.591
C 2.521 -1.620 0.115
H 1.258 -4.517 -0.042
H -0.267 -3.314 -0.375
H -0.379 -5.186 -0.713
H 2.090 -4.173 -2.217
H 0.455 -4.770 -3.041
H 0.335 -2.531 -3.925
H -0.229 -1.979 -2.180
H 2.794 -2.129 -2.766
H 0.481 0.897 -2.010
H -2.518 2.141 0.591
H -2.111 3.410 1.672
H 1.496 4.211 0.689
H -2.281 3.043 4.960
H -1.658 0.338 3.921
H 1.897 0.746 5.579
H 3.475 -2.704 5.517
H 3.078 -1.094 6.542
H 5.276 -0.016 5.805
H 5.524 -1.219 4.314
H 6.822 -1.420 7.035
H 5.524 -2.803 7.079
H 4.560 -2.582 1.945
H 4.254 -3.276 3.510
H 3.150 -2.609 0.059
C -4.767 4.387 4.143
O -3.859 3.576 4.273
N -5.778 4.312 3.209
C -6.820 5.315 3.119
C -5.802 3.195 2.288
H -4.844 5.275 4.793
H -7.789 4.833 3.278
H -6.792 5.765 2.123
H -6.680 6.097 3.871
H -5.865 2.264 2.858
H -4.873 3.191 1.709
H -6.657 3.271 1.611
C -0.467 3.871 -3.785
O -1.557 3.318 -3.851
N 0.665 3.492 -4.475
C 1.921 4.200 -4.343
C 0.597 2.349 -5.362
H -0.305 4.751 -3.140
H 2.218 4.581 -5.325
H 2.682 3.506 -3.974
H 1.831 5.038 -3.646
H -0.160 2.538 -6.129
H 0.301 1.468 -4.784
H 1.566 2.170 -5.837
C -0.670 -4.440 -6.353
O 0.036 -3.462 -6.144
N -2.032 -4.412 -6.568
C -2.799 -5.617 -6.809
C -2.719 -3.137 -6.552
H -0.249 -5.459 -6.385
H -3.281 -5.539 -7.788
H -3.562 -5.712 -6.031
H -2.158 -6.502 -6.793
H -2.290 -2.493 -7.325
H -2.570 -2.664 -5.577
H -3.788 -3.272 -6.737
```

Results
Largest force on an atom   0.105 Eh/bohr
HOMO energy   -10.4 eV
Charge   +1
Calculated total energy   -4791.04411 a.u.
HOMO-LUMO gap   0.229 Eh

***

[6]
A 3-piece molecular cluster, C24H45BFNO12P3 overall. Source: the Open Molecules 2025 dataset; level of theory: ωB97M-V/def2-TZVPD.

XYZ file:
```
87
Properties=species:S:1:pos:R:3
C 4.740 6.449 -0.685
C 3.603 5.419 -0.883
P 3.845 4.689 -2.594
C 3.044 5.958 -3.688
C 2.940 3.033 -2.734
C 1.822 2.871 -1.680
C 0.694 3.872 -2.008
C -0.638 3.234 -2.333
O -0.718 2.219 -2.949
N -1.830 3.967 -1.886
C -2.322 3.317 -0.706
C -1.491 3.139 0.400
C -1.914 2.479 1.542
C -3.211 1.976 1.603
C -4.038 2.190 0.517
C -3.633 2.848 -0.635
O 2.338 2.741 -3.969
B 2.557 1.276 -4.130
C 1.882 0.502 -5.399
C 1.181 -0.695 -4.842
O -0.007 -0.916 -4.942
O 4.012 1.145 -3.888
C 4.150 1.937 -2.745
C 4.521 1.232 -1.452
C 4.966 2.194 -0.351
F 5.656 0.441 -1.743
H 4.556 7.309 -1.329
H 5.659 5.956 -1.005
H 4.791 6.749 0.363
H 3.614 4.655 -0.110
H 2.625 5.916 -0.897
H 2.827 5.539 -4.668
H 2.152 6.395 -3.219
H 3.759 6.782 -3.756
H 1.412 1.863 -1.656
H 2.202 3.076 -0.672
H 0.932 4.506 -2.867
H 0.532 4.558 -1.170
H -2.505 3.774 -2.623
H -0.474 3.509 0.382
H -1.219 2.343 2.361
H -3.531 1.437 2.485
H -5.059 1.820 0.563
H -4.307 2.971 -1.475
H 2.086 0.688 -3.129
H 2.660 0.087 -6.058
H 1.163 1.096 -5.966
H 1.784 -1.447 -4.292
H 5.037 2.543 -2.983
H 3.754 0.540 -1.094
H 5.400 3.113 -0.747
H 5.744 1.672 0.210
H 4.116 2.391 0.304
C -2.004 -0.883 -2.240
O -1.895 -2.160 -1.570
P -2.172 -2.190 0.041
O -1.153 -1.251 0.584
O -1.742 -3.754 0.154
C -0.737 -4.327 -0.675
O -3.243 -2.339 1.274
C -2.748 -2.865 2.496
H -1.930 -1.054 -3.311
H -2.961 -0.413 -2.016
H -1.185 -0.226 -1.957
H 0.145 -3.690 -0.732
H -1.131 -4.512 -1.672
H -0.450 -5.283 -0.235
H -1.880 -2.309 2.846
H -2.503 -3.922 2.391
H -3.543 -2.770 3.237
C -2.081 -7.078 3.111
O -2.855 -7.400 4.276
P -3.136 -6.168 5.364
O -1.679 -5.909 5.651
O -3.849 -7.146 6.439
C -3.596 -8.545 6.498
O -3.694 -4.810 6.123
C -3.432 -4.685 7.516
H -2.112 -7.941 2.449
H -2.490 -6.215 2.589
H -1.044 -6.894 3.384
H -2.529 -8.760 6.445
H -4.123 -9.058 5.696
H -3.980 -8.910 7.450
H -2.369 -4.800 7.722
H -4.010 -5.406 8.092
H -3.745 -3.683 7.806
```

Results
Largest force on an atom   0.158 Eh/bohr
HOMO energy   -4.6 eV
Charge   -1
Calculated total energy   -3047.97177 a.u.
HOMO-LUMO gap   0.157 Eh